Entry from OMol25: a gas-phase ion, C2H2NO3 (charge -1) in a non-equilibrium geometry (ωB97M-V/def2-TZVPD).

Structure (ORCA input):
```
! RIJCOSX wB97M-V def2-TZVPD def2/J DEFGRID3
* xyz -1 1
N 0.301 0.059 0.240
C -0.270 -1.119 0.491
H -0.113 -1.461 1.570
O 0.758 0.791 -1.933
O -0.453 2.027 -0.361
C 0.163 1.099 -0.895
H 0.509 0.416 1.184
O -0.896 -1.811 -0.296
*
```

Summary:
HOMO, eV: -4.6
SMILES string: O=CNC(=O)[O-]
Lowest unoccupied orbital energy, eV: 4.16
Electronic energy, eV: -9740.8131
M, u: 88.042
Energy relative to the best compared isomer or geometry (same formula, charge and spin), kJ/mol: 81.02
Kohn-Sham gap, eV: 8.733

Atom charges from the Löwdin analysis, given in e for atoms 1 to 6: 0.074 -0.459 0.114 -0.026 -0.050 -0.717

Entry from OMol25: a single CH2F2INOS molecule in a non-equilibrium geometry (ωB97M-V/def2-TZVPD).

Structure (ORCA input):
```
! RIJCOSX wB97M-V def2-TZVPD def2/J DEFGRID3
* xyz 0 1
C 0.834 -0.682 -0.123
H -1.121 1.369 1.477
I 2.543 0.654 0.364
N -1.437 0.667 0.926
F 1.063 -1.529 -1.142
S -0.665 0.320 -0.318
O -0.438 1.366 -1.343
H -1.297 -0.726 -0.826
F 0.517 -1.440 0.984
*
```

Summary:
HOMO, eV: -10.4
SMILES string: N=[S@@H](=O)C(F)(F)I
Lowest unoccupied orbital energy, eV: -0.67
Electronic energy, eV: -28974.7066
M, u: 241.000
Energy relative to the best compared isomer or geometry (same formula, charge and spin), kJ/mol: 96.26
Kohn-Sham gap, eV: 9.773

Atom charges from the Löwdin analysis, given in e for atoms 1 to 6: -0.995 -0.023 0.861 -0.180 0.028 0.674

Entry from OMol25: a single C4H10N2OS molecule in a non-equilibrium geometry (ωB97M-V/def2-TZVPD).

Structure (ORCA input):
```
! RIJCOSX wB97M-V def2-TZVPD def2/J DEFGRID3
* xyz 0 1
H -1.658 -0.677 0.980
N -2.337 -1.287 -0.884
H 1.349 -0.745 1.362
C 1.754 -1.699 -0.900
C -1.612 -0.390 -0.032
H 2.385 -0.850 -0.626
O 0.459 -1.556 -0.234
H -3.397 -0.999 -0.787
C 0.541 0.798 0.408
H 1.493 -1.565 -1.915
C -0.128 -0.305 -0.417
N 1.221 0.246 1.438
H 2.100 -2.707 -0.671
H -1.879 0.667 -0.172
H -2.340 -2.344 -0.694
H -0.082 -0.117 -1.454
S 0.068 2.361 0.341
H 1.757 0.865 2.157
*
```

Summary:
HOMO, eV: -8.3
SMILES string: CO[C@@H](CN)C(N)=S
Lowest unoccupied orbital energy, eV: 0.73
Electronic energy, eV: -20171.9562
M, u: 134.204
Energy relative to the best compared isomer or geometry (same formula, charge and spin), kJ/mol: 189.76
Kohn-Sham gap, eV: 9.074

Atom charges from the Löwdin analysis, given in e for atoms 1 to 6: 0.105 -0.026 0.081 -0.032 -0.268 0.088

Entry from OMol25: 2 unconnected molecules or ions with the total composition C5H11O2 in a non-equilibrium geometry (ωB97M-V/def2-TZVPD).

Structure (ORCA input):
```
! RIJCOSX wB97M-V def2-TZVPD def2/J DEFGRID3
* xyz -1 1
H -1.351 2.842 -0.378
H -1.982 -3.166 -0.005
H -0.122 -3.844 1.398
H -0.777 3.906 0.838
H 0.015 -2.113 1.199
C -0.799 2.843 0.570
H -0.930 -2.188 -1.018
C 0.516 0.858 -0.281
H 1.216 2.935 -0.185
C -0.980 -3.108 -0.427
H -1.391 2.271 1.286
H 1.076 -3.227 0.305
C 0.071 -3.052 0.667
C 0.600 2.256 0.416
O 0.064 0.852 -1.445
H 1.011 2.049 1.399
H -0.789 -3.940 -1.119
O 0.910 -0.107 0.413
*
```

Summary:
HOMO, eV: -4.0
Lowest unoccupied orbital energy, eV: 4.21
Electronic energy, eV: -9459.8620
M, u: 103.141
Energy relative to the best compared isomer or geometry (same formula, charge and spin), kJ/mol: 16.13
Kohn-Sham gap, eV: 8.184

Atom charges from the Löwdin analysis, given in e for atoms 1 to 6: 0.061 0.051 0.046 0.047 0.036 -0.147

Entry from OMol25: a molecular structure, C56H41I2N8O2W in a non-equilibrium geometry (ωB97M-V/def2-TZVPD).

Structure (ORCA input):
```
! RIJCOSX wB97M-V def2-TZVPD def2/J DEFGRID3
* xyz 1 3
N -0.438 -0.015 -1.989
H 2.771 5.159 4.850
H -3.609 -1.974 -2.826
C 0.107 2.045 1.545
C 3.937 -0.354 2.011
W 0.011 -0.627 -0.002
H -1.244 -6.695 -3.895
C -0.746 2.424 -1.866
C -0.917 3.599 0.323
N 1.906 -0.098 0.939
H 1.819 -4.129 -3.479
I -1.554 -2.917 -0.033
C -0.542 3.308 1.595
C -2.489 -5.327 -4.982
C -2.781 -3.991 -5.211
C 1.561 -3.237 4.211
C 6.547 -3.868 0.451
C -3.010 0.690 0.405
O 1.047 -2.378 1.626
H -6.189 3.477 -1.288
H -0.900 -0.680 -5.209
C 5.238 -3.407 0.450
H -2.322 -1.971 -4.765
C 4.945 -2.131 -0.023
H 2.059 -3.573 3.308
N 1.360 -1.758 -1.181
N -3.944 -1.235 -2.214
N -0.516 -0.919 2.210
H -2.852 2.985 -3.503
H -1.395 4.496 -0.036
H -4.400 1.078 2.665
I -0.755 -6.448 -0.211
C 3.536 -1.639 -0.057
C -0.830 1.102 -3.963
C -2.050 -2.997 -4.582
C -0.433 5.963 -3.136
C 1.015 1.588 2.487
H -2.191 -0.784 5.140
H -3.289 5.080 -4.721
C -0.596 -0.906 -3.009
H 4.950 -0.682 2.172
H -3.075 -6.103 -5.458
H 4.435 -4.035 0.821
C -5.944 2.397 1.920
C -0.549 2.488 -0.491
C -1.433 -1.078 4.431
H -0.644 3.914 2.480
C -2.414 4.999 -4.088
C 0.651 1.935 4.957
H 3.445 0.899 3.736
C 7.281 -1.785 -0.498
C -0.743 -4.665 -3.472
C -4.194 1.488 0.576
C 2.669 -2.154 -0.990
O -2.157 0.538 2.900
C -0.834 -0.220 -4.239
C 1.971 3.520 3.727
C 1.603 3.842 6.080
H 6.767 -4.859 0.823
C 0.356 -1.904 2.537
H -4.629 -0.717 -2.754
C -4.678 2.157 -0.548
C 1.207 2.354 3.756
H -0.011 -4.955 -2.734
C 7.568 -3.060 -0.030
H -1.742 6.997 -4.486
H -6.441 2.495 2.876
N 0.017 1.505 0.280
N -2.073 0.086 0.151
C 3.136 -0.707 0.875
H -0.925 1.912 -4.664
C 0.886 -2.541 -2.220
C -0.997 -3.311 -3.712
C -2.161 3.815 -3.413
C -0.649 1.243 -2.555
H 0.059 1.032 4.994
C 1.905 -3.452 -2.648
C -0.275 -2.275 -2.934
H 3.987 -3.623 -2.019
H -3.587 -3.718 -5.880
H 1.174 -4.097 4.754
C -4.816 1.599 1.814
C 1.936 0.633 2.121
C -1.041 3.691 -2.592
H 0.248 6.797 -3.028
C 2.172 4.259 4.883
H 5.745 -0.326 -0.859
C 0.847 2.680 6.114
C -0.484 -1.967 4.742
H 0.404 2.349 7.044
C -6.433 3.071 0.809
C 5.973 -1.320 -0.492
H -0.406 -2.428 5.717
H -4.167 2.048 -1.497
H -7.313 3.693 0.902
H 8.074 -1.153 -0.873
C -0.181 4.780 -2.458
C -1.549 6.075 -3.953
H 1.743 4.426 6.980
H 2.408 3.846 2.790
H -4.450 -1.704 -1.470
C -1.467 -5.658 -4.108
C 3.181 0.437 2.798
N 0.461 -2.356 3.829
H 0.700 4.689 -1.834
C -1.424 -0.415 3.130
C 3.010 -3.181 -1.921
C -5.803 2.951 -0.425
H 8.586 -3.426 -0.046
H 2.273 -2.697 4.836
*
```

Summary:
HOMO (alpha / beta), eV: -9.5 / -9.6
Lowest unoccupied orbital energy (alpha / beta), eV: -3.91 / -4.46
Electronic energy, eV: -92778.1227
M, u: 1295.646
Energy relative to the best compared isomer or geometry (same formula, charge and spin), kJ/mol: 0.00
Kohn-Sham gap (alpha / beta), eV: 5.588 / 5.128

Atom charges from the Löwdin analysis, given in e for atoms 1 to 6: -0.020 0.108 -0.016 -0.231 0.036 1.604

Entry from OMol25: a molecular structure, C2H4CsO in a non-equilibrium geometry (ωB97M-V/def2-TZVPD).

Structure (ORCA input):
```
! RIJCOSX wB97M-V def2-TZVPD def2/J DEFGRID3
* xyz 0 2
H -0.776 -1.170 -1.094
O -0.744 0.331 0.318
C 1.167 -0.328 -0.905
Cs -0.915 2.086 3.660
H 1.840 0.298 -0.315
C -0.136 -0.423 -0.608
H 1.577 -0.946 -1.703
H -2.013 0.151 0.647
*
```

Summary:
HOMO (alpha / beta), eV: -3.9 / -7.6
Lowest unoccupied orbital energy (alpha / beta), eV: -0.55 / -0.54
Electronic energy, eV: -4729.9863
M, u: 176.958
Energy relative to the best compared isomer or geometry (same formula, charge and spin), kJ/mol: 52.37
Kohn-Sham gap (alpha / beta), eV: 3.381 / 7.045

Atom charges from the Löwdin analysis, given in e for atoms 1 to 6: 0.094 -0.308 -0.046 0.443 0.039 -0.407